Entry from the Open Molecules 2025 dataset: C6H9NO4 in the gas phase (ωB97M-V/def2-TZVPD).

Properties
HOMO-LUMO gap: 9.62 eV
SMILES: CC1=[N+]([O-])O[C@H](OC=O)CC1
energy above the lowest of the compared OMol25 structures with the same formula, charge and spin: 547.7 kJ/mol
highest occupied orbital energy: -0.3278 hartree
LUMO level: 0.70 eV

Positions of all 20 atoms, in Å:
C 2.4779 -1.0450 -0.8834
C 1.2492 -0.5794 -0.2374
N 0.5464 -1.4716 0.3705
O 0.7000 -2.6561 0.6451
O -0.9311 -1.1630 0.9019
C -1.1759 0.2045 1.2210
O -2.4586 0.6102 0.7329
C -2.8416 0.5625 -0.5621
O -2.2073 0.2481 -1.5407
C -0.0960 1.2620 0.7974
C 0.5719 0.7320 -0.5047
H 3.0262 -0.2232 -1.0488
H 2.2791 -1.7760 -1.6662
H 2.9555 -1.7163 -0.1972
H -1.1757 0.3033 2.4202
H -3.9314 0.8139 -0.6320
H -0.7074 2.1799 0.4979
H 0.6242 1.5101 1.6488
H -0.2345 0.6028 -1.2449
H 1.3290 1.6013 -0.7184

***

Entry from the Open Molecules 2025 dataset: 12 unconnected molecules or ions with the total composition C6H36O12 (ωB97M-V/def2-TZVPD).

Properties
HOMO-LUMO gap: 9.86 eV
SMILES: CCO.CCO.CCO.O.O.O.O.O.O.O.O.O
energy above the lowest of the compared OMol25 structures with the same formula, charge and spin: 317.6 kJ/mol
highest occupied orbital energy: -0.3728 hartree
LUMO level: -0.29 eV

Positions of all 54 atoms, in Å:
C 25.0756 -26.1791 8.5817
C 25.1184 -24.7286 8.0423
O 24.7769 -23.8452 9.0081
H 25.7216 -26.8627 8.0307
H 24.1323 -26.7246 8.6080
H 25.5151 -26.1655 9.5791
H 24.4201 -24.7322 7.2053
H 26.1224 -24.6117 7.6343
H 23.9015 -24.0818 9.3233
C 24.0018 -25.9707 12.5859
C 22.6007 -26.5583 12.2671
O 22.4706 -26.8262 10.8514
H 24.9355 -26.4922 12.3752
H 24.1647 -25.6133 13.6026
H 24.1237 -25.0461 12.0216
H 21.7105 -25.9662 12.4793
H 22.4610 -27.5449 12.7091
H 21.5872 -27.1111 10.6063
C 28.2881 -27.0174 9.7755
C 29.7173 -26.6346 9.6193
O 30.0452 -25.7916 10.7176
H 27.8595 -27.5743 8.9423
H 27.6913 -26.1066 9.7271
H 28.1767 -27.5415 10.7247
H 29.8657 -26.0735 8.6966
H 30.4864 -27.4070 9.6254
H 30.6517 -26.1075 11.3913
O 22.7576 -22.3034 5.6187
H 22.1223 -22.5305 6.2976
H 23.2541 -23.1092 5.4754
O 27.5523 -22.9411 8.6761
H 27.8718 -22.8036 7.7843
H 26.5987 -22.9330 8.5933
O 27.0476 -29.2865 7.3663
H 27.9493 -29.4035 7.6654
H 26.5160 -29.4102 8.1527
O 25.2947 -29.9298 9.9385
H 24.8946 -29.0756 10.1010
H 24.5969 -30.5598 10.1185
O 22.1706 -24.1525 10.2180
H 21.2162 -24.1758 10.1478
H 22.3871 -24.8881 10.7910
O 29.0955 -22.9483 6.3939
H 28.4624 -23.6588 6.2913
H 29.1083 -22.5132 5.5414
O 23.3515 -22.3340 11.8585
H 23.2158 -22.8502 11.0639
H 24.2921 -22.1569 11.8719
O 21.4348 -24.4283 6.9869
H 21.6029 -24.8220 7.8430
H 21.4765 -25.1617 6.3731
O 26.0461 -22.7412 11.5191
H 26.0162 -23.1796 10.6687
H 26.9763 -22.5739 11.6704

***

Entry from the Open Molecules 2025 dataset: 2 unconnected molecules or ions with the total composition C10H15BrSi (ωB97M-V/def2-TZVPD).

Properties
HOMO-LUMO gap: 3.10 eV
energy above the lowest of the compared OMol25 structures with the same formula, charge and spin: 592.4 kJ/mol
highest occupied orbital energy: -0.1868 hartree
LUMO level: -1.99 eV

Positions of all 27 atoms, in Å:
C -0.5250 -0.1755 -3.4461
C 0.8570 -0.2244 -3.1867
C -1.3999 -0.0301 -2.4583
C 1.2762 -0.1330 -1.8841
C -1.0007 -0.1196 -1.1062
C 0.4111 -0.1733 -0.8454
C 0.6955 -2.5449 1.5007
C -0.9487 -1.2472 2.7614
C 0.2412 3.6615 -2.3648
C 0.4390 -1.2289 2.2020
Si 0.9718 -0.0223 0.8915
Br 3.0153 0.8640 1.3507
H -0.8434 -0.0496 -4.5112
H 1.6497 -0.1945 -4.0631
H -2.4566 0.0075 -2.6584
H 2.3793 -0.2835 -1.6722
H -1.7744 -0.0725 -0.2214
H 0.4139 -3.3943 2.1600
H 0.0546 -2.6125 0.5170
H 1.6568 -2.6446 1.0804
H -1.2168 -0.2326 2.9301
H -1.2757 -1.8512 3.5101
H -1.5156 -1.5526 1.8510
H 0.4074 4.6180 -2.8008
H -0.6588 3.1178 -2.6077
H 0.9689 3.2161 -1.7428
H 1.1651 -1.1460 2.9510

***

Entry from the Open Molecules 2025 dataset: a molecular structure, C2BrClFIO (ωB97M-V/def2-TZVPD).

Properties
HOMO-LUMO gap: 9.18 eV
energy above the lowest of the compared OMol25 structures with the same formula, charge and spin: 29.7 kJ/mol
highest occupied orbital energy: -0.3800 hartree
LUMO level: -1.16 eV

Positions of all 7 atoms, in Å:
C -0.6818 0.4683 -0.5068
C 0.4191 -0.2828 0.2527
O -0.6183 0.6979 -1.6616
F 0.1788 -0.2409 1.5962
Cl -2.1906 0.8185 0.4082
Br 0.4598 -2.1432 -0.0120
I 2.4329 0.6822 -0.0765

***

Entry from the Open Molecules 2025 dataset: C4H8FNO in the gas phase (ωB97M-V/def2-TZVPD).

Properties
HOMO-LUMO gap: 9.83 eV
SMILES: C[C@]1(O)[C@@H](N)[C@@H]1F
energy above the lowest of the compared OMol25 structures with the same formula, charge and spin: 111.4 kJ/mol
highest occupied orbital energy: -0.3265 hartree
LUMO level: 0.95 eV

Positions of all 15 atoms, in Å:
C -1.3858 1.2056 -0.7080
C -0.1829 0.5843 -0.0069
O 0.5798 1.4491 0.8056
C 0.6745 -0.4957 -0.5793
N 2.0581 -0.4949 -0.2757
C -0.2798 -0.8302 0.5149
F -1.4357 -1.5447 0.2723
H -1.9935 0.4264 -1.1818
H -0.9560 1.8514 -1.4831
H -2.0177 1.8133 -0.0958
H 0.2103 1.4151 1.7097
H 0.3887 -0.8049 -1.6398
H 2.4278 0.4606 -0.2547
H 2.6884 -1.0826 -0.8408
H 0.1727 -1.0895 1.4966

***

Entry from the Open Molecules 2025 dataset: 2 unconnected molecules or ions with the total composition C2H8OP4S (ωB97M-V/def2-TZVPD).

Properties
HOMO-LUMO gap (spin up / spin down): 7.20 / 7.20 eV
energy above the lowest of the compared OMol25 structures with the same formula, charge and spin: 129.5 kJ/mol
highest occupied orbital energy (spin up / spin down): -0.2733 / -0.2733 hartree
LUMO level (spin up / spin down): -0.24 / -0.24 eV

Positions of all 16 atoms, in Å:
C 0.4471 1.4580 -0.7322
C 1.7511 1.8597 -0.0948
O -0.2401 1.9071 -1.5694
P 0.7892 -2.8037 -0.1612
P -2.7821 0.8590 0.3167
P -0.9730 -1.6326 -0.6406
P -0.9806 -0.0909 0.8867
S 2.6787 0.4813 0.5575
H 1.2520 2.5553 0.7614
H 2.1675 2.5264 -0.8732
H 0.5150 -3.5804 -1.3106
H 1.7028 -2.0429 -0.7406
H -3.4253 -0.4142 0.3613
H -3.0556 1.3869 1.6296
H -1.7973 -2.6091 -0.1258
H 1.9507 0.1399 1.7352

***

Entry from the Open Molecules 2025 dataset: a molecular structure, C6H10O3S (ωB97M-V/def2-TZVPD).

Properties
HOMO-LUMO gap: 8.60 eV
energy above the lowest of the compared OMol25 structures with the same formula, charge and spin: 219.0 kJ/mol
highest occupied orbital energy: -0.3136 hartree
LUMO level: 0.07 eV

Positions of all 20 atoms, in Å:
C -1.2653 1.2750 1.2121
C -2.4528 1.7729 1.2413
C 1.8140 -0.3975 -1.2354
C -3.7138 0.9514 1.1828
C 3.0654 0.2435 -0.7459
C 1.5800 -1.8482 -0.9959
O -0.1890 0.8128 1.1824
O -0.7958 -0.0464 -1.3728
O 0.6313 1.9524 -1.2010
S 0.4617 0.5407 -0.9801
H -2.5569 2.8430 1.3340
H -3.4800 -0.0866 0.9680
H -4.3618 1.3338 0.3990
H -4.2432 1.0055 2.1331
H 3.2609 0.0499 0.3128
H 3.0069 1.3157 -0.9114
H 3.9129 -0.1482 -1.3067
H 2.1176 -2.4311 -1.7452
H 0.5187 -2.0514 -1.1090
H 1.9143 -2.1866 -0.0115

***

Entry from the Open Molecules 2025 dataset: C18H24ClN3O in the gas phase (ωB97M-V/def2-TZVPD).

Properties
HOMO-LUMO gap: 9.16 eV
SMILES: CN(Cc1cn(C)nc1-c1cccc(Cl)c1)C[C@@H]1CCCCO1
highest occupied orbital energy: -0.3104 hartree
LUMO level: 0.71 eV

Positions of all 47 atoms, in Å:
C -1.0281 -1.7120 2.8549
N -0.5575 -0.8227 1.8156
C 0.8848 -0.9297 1.6402
C 1.3980 0.1190 0.7110
C 1.2301 1.4798 0.8676
N 1.8818 2.0852 -0.1436
C 1.9716 3.4903 -0.4146
N 2.4761 1.2080 -0.9361
C 2.1956 0.0003 -0.4529
C 2.7514 -1.1822 -1.1054
C 2.0415 -2.3720 -1.2441
C 2.6181 -3.4622 -1.8700
C 3.9047 -3.3897 -2.3744
C 4.6011 -2.1978 -2.2529
Cl 6.2058 -2.0839 -2.8924
C 4.0411 -1.1005 -1.6287
C -1.3073 -0.9455 0.5734
C -2.0205 0.3651 0.2159
C -2.9887 0.8162 1.3110
C -3.7125 2.0846 0.8659
C -4.3821 1.8264 -0.4822
C -3.3391 1.3071 -1.4727
O -2.7000 0.1427 -1.0062
H -2.0956 -1.5610 3.0006
H -0.5163 -1.4715 3.7867
H -0.8487 -2.7747 2.6260
H 1.1923 -1.9293 1.2903
H 1.3366 -0.7739 2.6271
H 0.7009 2.0298 1.6189
H 2.4231 4.0166 0.4285
H 0.9824 3.9109 -0.6066
H 2.5946 3.6170 -1.2975
H 1.0257 -2.4433 -0.8873
H 2.0580 -4.3798 -1.9728
H 4.3587 -4.2383 -2.8611
H 4.5866 -0.1749 -1.5425
H -2.0650 -1.7316 0.6437
H -0.6526 -1.1957 -0.2665
H -1.2637 1.1549 0.0684
H -2.4276 0.9822 2.2300
H -3.7191 0.0227 1.4816
H -2.9912 2.9000 0.7639
H -4.4546 2.3816 1.6093
H -4.8365 2.7373 -0.8742
H -5.1621 1.0723 -0.3629
H -3.8030 1.0294 -2.4218
H -2.5884 2.0927 -1.6609

***

Entry from the Open Molecules 2025 dataset: 2 unconnected molecules or ions with the total composition C2H7NOS2 (ωB97M-V/def2-TZVPD).

Properties
HOMO-LUMO gap: 8.94 eV
SMILES: NC=O.CSS
energy above the lowest of the compared OMol25 structures with the same formula, charge and spin: 133.9 kJ/mol
highest occupied orbital energy: -0.3051 hartree
LUMO level: 0.64 eV

Positions of all 13 atoms, in Å:
N 1.1207 -3.1721 -1.5746
C -0.1339 -2.5705 -1.6011
O -0.4728 -1.7062 -0.7722
H 1.8665 -2.7107 -1.2782
H 1.3037 -3.7414 -2.3325
H -0.6820 -2.9933 -2.4047
C -0.7171 2.9508 0.6443
S 0.8531 2.5948 1.6583
S -0.1569 0.9287 2.3808
H -1.2774 3.5199 1.3776
H -0.4129 3.5073 -0.2230
H -1.2380 1.9271 0.4794
H -0.0529 1.4659 3.6458

***

Entry from the Open Molecules 2025 dataset: a molecular structure, C11H22O4 (ωB97M-V/def2-TZVPD).

Properties
HOMO-LUMO gap: 10.30 eV
energy above the lowest of the compared OMol25 structures with the same formula, charge and spin: 1010.3 kJ/mol
highest occupied orbital energy: -0.3509 hartree
LUMO level: 0.75 eV

Positions of all 37 atoms, in Å:
C -2.3220 -1.2007 -2.7581
C -2.0783 0.2299 -2.4015
C -0.7806 0.7018 -2.8713
C -0.4413 2.1845 -2.3165
C -0.0375 2.3658 -0.8106
C 1.2410 2.5742 -0.2517
C 2.0715 1.4088 -0.3805
C 1.7304 0.0585 0.3319
O 1.8995 0.0584 1.5677
O 1.1263 -0.8202 -0.3050
C 0.5057 -2.0992 0.5407
H 0.5504 -2.9574 -0.1481
H 1.6337 -2.1299 1.2085
C -0.7933 -1.6822 1.2306
O -0.9789 -0.3838 1.0789
H -0.8359 0.2020 2.0653
C -0.5038 -1.8535 2.7649
O 0.0385 -0.9022 3.5235
H 0.8131 -0.7723 2.8513
H -0.1556 -2.9380 2.9347
H -1.5053 -2.1767 3.1808
H -1.6367 -2.2759 0.9341
H 2.9891 1.4728 -0.3163
H 1.8620 0.9639 -1.4612
H 1.6721 3.0768 -1.0442
H 1.2162 2.7899 0.6396
H -0.6702 3.3407 -0.3918
H -0.7852 1.3636 -0.2967
H 0.3631 2.6130 -2.6664
H -1.3636 2.8249 -2.5636
H 0.0297 -0.0367 -2.3525
H -0.5315 0.5897 -3.8215
H -2.1758 0.1746 -1.2045
H -2.7410 0.8525 -2.6347
H -3.1684 -1.6275 -2.3868
H -1.6565 -2.0123 -2.4067
H -2.1111 -1.4179 -3.9424

***

Entry from the Open Molecules 2025 dataset: a molecular structure, C16H21CeCl3OSe (ωB97M-V/def2-TZVPD).

Properties
HOMO-LUMO gap: 5.72 eV
total charge: -2
highest occupied orbital energy: -0.0294 hartree
LUMO level: 4.92 eV

Positions of all 43 atoms, in Å:
C 2.5470 1.0537 0.2774
C 1.8733 1.2676 1.5184
C 0.7510 2.1048 1.2677
C 2.3293 0.7895 2.8479
C 0.7325 2.4340 -0.1201
C 1.8680 1.8117 -0.7314
C 2.3144 1.9931 -2.1251
C 3.8033 0.2802 0.1114
C -0.1676 2.6036 2.3147
C -0.2440 3.3163 -0.7869
Ce 0.0498 -0.7820 -0.7198
Cl -0.0136 -1.6184 1.8588
Cl 1.8975 -2.5833 -0.9768
Cl -2.1056 0.5853 -0.2437
H 2.8320 -0.1798 2.7484
H 1.4664 0.6501 3.5076
H 3.0279 1.5058 3.3161
H -0.4881 1.7937 2.9885
H -1.0657 3.0390 1.8646
H 0.3321 3.3744 2.9261
H -1.2629 3.1441 -0.4359
H -0.2486 3.1397 -1.8612
H -0.0071 4.3724 -0.6216
H 1.4730 2.2012 -2.7858
H 2.8114 1.0999 -2.5111
H 3.0161 2.8315 -2.2010
H 3.7905 -0.6575 0.6885
H 4.6618 0.8813 0.4566
H 3.9658 0.0016 -0.9382
O 0.6447 -0.0758 -2.6092
H 1.0590 -0.7313 -3.2208
Se -1.8481 -1.9593 -2.8551
C -2.8134 -2.6558 -1.4583
C -2.1355 -3.5577 -0.5983
C -2.8631 -4.3100 0.3163
C -4.2382 -4.0899 0.4929
C -4.8716 -3.0658 -0.2377
C -4.1662 -2.3149 -1.1786
H -1.0446 -3.6442 -0.6570
H -2.3311 -5.0492 0.9106
H -4.8017 -4.6871 1.2207
H -5.9186 -2.8416 -0.0662
H -4.6113 -1.4708 -1.6936

***

Entry from the Open Molecules 2025 dataset: a gas-phase ion, CH2F2O2PS (charge -1) (ωB97M-V/def2-TZVPD).

Properties
HOMO-LUMO gap (spin up / spin down): 6.64 / 6.64 eV
energy above the lowest of the compared OMol25 structures with the same formula, charge and spin: 591.3 kJ/mol
total charge: -1
highest occupied orbital energy (spin up / spin down): -0.1037 / -0.1037 hartree
LUMO level (spin up / spin down): 3.82 / 3.82 eV

Positions of all 9 atoms, in Å:
C -1.2059 0.8875 0.1390
O 0.4771 -1.1944 0.5539
O -0.5837 -0.4940 -2.0152
F -1.6652 0.6463 1.3515
F -2.2593 1.4755 -0.5895
P 1.7869 -0.4626 0.9166
S -0.9422 -0.7375 -0.6250
H 1.5654 0.6699 0.2905
H 2.8268 -0.7907 -0.0218

***

| no. | M (g mol⁻¹) | largest force on an atom (hartree/bohr) |
| --- | --- | --- |
| 1 | 159.1 | 0.075 |
| 2 | 300.3 | 0.078 |
| 3 | 243.2 | 0.096 |
| 4 | 301.3 | 0.040 |
| 5 | 105.1 | 0.060 |
| 6 | 204.0 | 0.068 |
| 7 | 162.2 | 0.066 |
| 8 | 333.9 | 0.016 |
| 9 | 125.2 | 0.096 |
| 10 | 218.3 | 0.225 |
| 11 | 554.8 | 0.039 |
| 12 | 147.1 | 0.074 |